Entry 1:
Here is a cluster of 3 separate species, C2H9N2O in total at a distorted geometry from OMol25. Energies are from wB97M-V/def2-TZVPD.

The geometry in ORCA input format:
```
! wB97M-V def2-TZVPD RIJCOSX def2/J DEFGRID3
* xyz 1 1
C 0.16 -0.28 -2.42
N 0.27 0.10 -1.07
C -0.79 0.66 -0.49
N -0.81 1.02 0.75
H -0.91 -0.34 -2.68
H 0.55 0.53 -3.06
H 0.78 -1.15 -2.62
H 3.65 0.19 1.49
H -1.74 0.83 -1.04
H 3.57 0.67 2.05
H -1.28 1.91 0.93
H -0.19 -0.62 2.05
H -0.15 -1.95 2.88
O 0.38 -1.26 2.47
*
```

Results
- HOMO-LUMO gap (eV) = 4.66
- energy (eV) = -7234.213
- HOMO level (eV) = -14.54
- ΔE to the lowest compared entry with this formula, charge and spin (eV) = 8.143



Entry 2:
Here is a cluster of 2 separate species, C2H9N2O in total at a distorted geometry from OMol25. Energies are from wB97M-V/def2-TZVPD.

The geometry in ORCA input format:
```
! wB97M-V def2-TZVPD RIJCOSX def2/J DEFGRID3
* xyz 1 1
C -0.30 1.00 -1.21
N -1.27 -1.77 0.90
C -1.42 -0.63 0.21
N -0.46 0.25 0.09
H 0.29 1.88 -0.88
H -0.04 0.26 -1.89
H -1.40 1.32 -1.47
H -0.41 -1.99 1.29
H -1.98 -1.92 1.65
H -2.35 -0.30 -0.40
H 0.43 0.18 0.51
H 3.39 -0.05 0.56
H 2.94 1.34 0.45
O 2.58 0.42 0.20
*
```

Results
- HOMO-LUMO gap (eV) = 11.56
- energy (eV) = -7240.360
- HOMO level (eV) = -15.67
- ΔE to the lowest compared entry with this formula, charge and spin (eV) = 1.996



Entry 3:
Here is a cluster of 2 separate species, C2H9N2O in total at a distorted geometry from OMol25. Energies are from wB97M-V/def2-TZVPD.

The geometry in ORCA input format:
```
! wB97M-V def2-TZVPD RIJCOSX def2/J DEFGRID3
* xyz 1 1
C -0.19 -0.98 0.48
C -0.98 -0.39 -0.44
N -0.35 0.57 -1.36
N -0.54 -1.82 1.46
H 0.88 -0.80 0.36
H -2.04 -0.53 -0.54
H -0.08 1.42 -0.83
H -0.92 0.85 -2.16
H 0.50 0.19 -1.78
H -1.53 -1.93 1.63
H 0.10 -2.17 2.14
H 2.25 1.33 0.14
H 1.52 2.50 0.73
O 1.38 1.74 0.18
*
```

Results
- HOMO-LUMO gap (eV) = 9.49
- energy (eV) = -7240.804
- HOMO level (eV) = -12.72
- ΔE to the lowest compared entry with this formula, charge and spin (eV) = 1.552



Entry 4:
Here is a cluster of 2 separate species, C2H9N2O in total at a distorted geometry from OMol25. Energies are from wB97M-V/def2-TZVPD.

The geometry in ORCA input format:
```
! wB97M-V def2-TZVPD RIJCOSX def2/J DEFGRID3
* xyz 1 1
C 1.16 0.29 0.36
C 0.74 -0.89 -0.12
N -0.67 -0.97 -0.61
N 2.46 0.69 0.33
H 0.44 0.94 0.85
H 1.38 -1.70 -0.43
H -0.65 -0.72 -1.60
H -1.30 -0.31 -0.10
H -1.02 -1.92 -0.52
H 3.12 -0.04 0.09
H 2.75 1.22 1.13
H -3.30 0.84 0.74
H -2.55 1.72 -0.28
O -2.54 0.84 0.14
*
```

Results
- HOMO-LUMO gap (eV) = 9.80
- energy (eV) = -7240.841
- HOMO level (eV) = -13.02
- ΔE to the lowest compared entry with this formula, charge and spin (eV) = 1.514